# 1
9 unconnected molecules or ions with the total composition C37H49N8O15 in a non-equilibrium geometry, computed with ωB97M-V/def2-TZVPD.

Each line ends with the Löwdin charge.
CARTESIAN COORDINATES (ANGSTROEM)
C -0.2021 -0.7277 0.2496  -0.791
O 0.8307 -1.2376 0.7068  -0.042
O -1.1543 -1.4803 -0.3616  0.105
O -0.4542 0.5389 0.3466  -0.110
H -0.7196 -2.1957 -0.4937  -0.039
C 3.6148 -6.8373 1.8307  -0.084
C 3.2812 -8.0051 0.7881  -0.006
C 2.0833 -7.7912 -0.0999  0.025
C 1.4816 -6.3388 -0.1954  -0.121
C 1.6456 -5.4077 0.9393  0.098
C 2.8405 -5.7489 1.9090  -0.083
N 0.5116 -5.9545 -1.1794  -0.349
O 0.2663 -6.9031 -2.0586  0.005
O 0.0477 -4.8701 -1.2969  0.078
H 4.2646 -6.9333 2.6310  0.062
H 3.8060 -9.0592 0.7515  0.112
H 1.8568 -8.6050 -0.7642  0.072
H 1.0003 -4.4470 0.7960  0.130
H 3.1589 -5.0697 2.6546  0.076
C -3.6072 0.8881 1.8363  -0.012
C -4.3343 2.1786 2.4492  -0.010
C -5.7888 2.2718 2.4696  -0.007
C -6.6394 1.0828 1.9666  -0.127
C -5.9116 0.0555 1.1387  0.060
C -4.3795 -0.0181 1.1541  -0.070
N -8.0849 1.1827 2.0358  -0.334
O -8.5619 1.8307 2.9392  0.065
O -8.8244 0.4273 1.2273  -0.023
H -2.5615 0.7124 1.9058  0.061
H -3.7644 2.9156 2.9670  0.052
H -6.4313 3.0393 3.1666  0.147
H -6.5386 -0.6818 0.6154  0.093
H -4.0573 -0.8476 0.5622  0.079
C 4.1693 2.2412 0.9578  -0.146
C 4.9478 3.4591 0.8124  -0.081
C 4.2815 4.6052 0.1557  0.018
C 2.8289 4.5263 -0.3785  -0.027
C 1.9979 3.2121 -0.0870  0.079
C 2.7984 2.0525 0.5777  -0.059
N 2.1326 5.8132 -0.8255  -0.370
O 0.9179 5.6271 -1.1062  0.022
O 2.8143 6.7294 -1.1084  0.101
H 4.5825 1.3646 1.7638  0.150
H 5.9029 3.2070 1.3319  0.098
H 4.7314 5.5477 0.0949  0.057
H 1.0228 3.0241 -0.4024  0.029
H 2.1435 1.0795 0.6935  0.109
C -0.6053 1.3007 -4.5132  -0.054
C -0.6381 2.7032 -5.0931  -0.049
C -1.1081 3.9167 -4.3237  0.011
C -1.3130 3.8056 -2.8009  -0.112
C -1.0266 2.3844 -2.1955  0.050
C -0.7304 1.1403 -3.0701  -0.055
N -1.9015 4.9424 -2.0975  -0.334
O -2.3540 4.6370 -0.8767  -0.024
O -2.0704 5.9733 -2.6862  0.080
H -0.3554 0.4554 -5.1259  0.071
H -0.6067 2.9588 -6.1009  0.043
H -1.3320 5.0074 -4.8129  0.143
H -1.2646 2.1459 -1.0744  0.098
H -0.7407 0.0823 -2.5521  0.100
C -0.5308 4.9738 4.3743  -0.350
O -0.4283 4.8687 5.5825  -0.003
N -0.6753 3.8883 3.5745  -0.138
C -0.7170 4.0085 2.0448  -0.032
C -0.7951 2.5065 4.0464  -0.057
H -0.4262 5.8971 3.8475  0.121
H -1.7610 4.2738 1.6282  0.089
H -0.6481 3.0340 1.4928  0.072
H -0.0897 4.6899 1.5636  0.039
H -1.8036 2.1755 3.9803  0.038
H -0.6684 2.2388 5.0927  0.084
H -0.2449 1.7927 3.3053  0.111
C 3.1956 1.2194 5.0513  -0.309
O 3.7180 1.8973 5.9235  -0.001
N 2.8435 -0.1383 5.2075  -0.178
C 2.1948 -0.9101 4.1449  -0.083
C 3.2063 -0.7999 6.5130  -0.069
H 2.9505 1.6483 4.0908  0.114
H 1.3520 -0.3832 3.5248  0.110
H 1.7973 -1.7626 4.5689  0.032
H 2.9250 -1.3384 3.3242  0.111
H 2.2627 -0.9513 7.1511  0.095
H 4.0088 -0.4302 7.2173  0.092
H 3.4359 -1.8891 6.3949  0.071
C -1.5769 -4.2241 -4.5616  -0.379
O -1.0192 -4.4938 -5.7536  -0.137
N -2.4811 -3.4279 -4.4594  -0.158
C -2.8881 -2.8872 -3.1174  -0.003
C -3.0497 -2.6523 -5.7254  0.017
H -1.2703 -4.8436 -3.7160  0.125
H -3.9240 -2.5628 -3.0646  0.082
H -2.4446 -1.8002 -2.9374  0.118
H -2.4956 -3.4064 -2.4011  0.004
H -4.1063 -2.1946 -5.5175  0.100
H -3.2030 -3.3755 -6.6990  0.132
H -2.1259 -2.0264 -5.7559  0.084
C 3.0411 -0.7428 -4.5424  -0.340
O 2.7026 -1.0053 -5.7159  -0.012
N 2.4448 -1.1202 -3.4578  -0.147
C 2.7259 -0.6637 -2.0339  0.004
C 1.3771 -2.0119 -3.4201  -0.099
H 3.7464 -0.1663 -4.3944  0.058
H 3.6862 -0.5018 -1.9722  0.016
H 2.6164 -1.4252 -1.1773  0.116
H 2.0690 0.2145 -1.8240  0.098
H 0.6152 -1.9163 -2.5068  0.113
H 1.8099 -3.0851 -3.3569  0.128
H 0.7486 -2.0968 -4.2783  0.061

## Properties
Energy above the lowest of the compared OMol25 structures with the same formula, charge and spin in eV: 1.840
E_HOMO in Ha: -0.245
Charge: -1
HOMO-LUMO gap in eV: 6.8
LUMO in eV: 0.10

---

# 2
4 unconnected molecules or ions with the total composition C40H52F22N2O10S in a non-equilibrium geometry, computed with ωB97M-V/def2-TZVPD.

Each line ends with the Löwdin charge.
CARTESIAN COORDINATES (ANGSTROEM)
C -4.2046 0.3728 5.0476  -0.124
O -2.7946 0.7732 4.9190  -0.256
C -2.6166 2.2314 5.1087  -0.224
C -1.2269 2.4241 5.9735  -0.170
C 0.0877 2.4840 4.9542  -0.210
C 1.2900 1.6520 5.7297  -0.214
C 2.7127 2.1022 4.9999  -0.214
C 2.9153 1.0498 3.7319  -0.208
C 3.8479 -0.1827 4.3050  -0.198
C 2.9435 -1.5540 4.5142  -0.215
C 3.6060 -2.6926 3.5155  -0.218
C 2.8743 -2.4714 2.0391  -0.186
C 4.0504 -2.5310 0.8970  -0.176
C 4.0063 -1.2311 -0.1546  -0.146
C 3.5547 -1.8732 -1.6112  -0.033
C 4.7555 -2.4708 -2.6040  -0.046
C 6.3649 -2.4479 -2.2072  -0.084
C 4.2941 -3.1376 -4.0648  -0.080
N 5.3579 -3.7054 -5.0008  0.019
C 2.6835 -3.2268 -4.5048  -0.072
O 2.2136 -3.8009 -5.7755  -0.049
C 1.6165 -2.5902 -3.4320  0.045
C 1.9604 -1.8860 -1.9922  0.024
C 0.6262 -1.3323 -1.2169  -0.193
O 0.5319 -0.8638 0.0399  -0.026
N -0.4417 -1.5395 -2.2780  -0.044
C -1.0325 -0.2561 -2.8988  -0.121
C -2.2565 0.2359 -1.9253  -0.054
C -3.4082 1.1484 -2.6880  -0.191
F -4.5082 0.2544 -3.0905  0.019
F -2.7488 1.5755 -3.9818  -0.021
C -3.8140 2.5293 -1.9292  -0.082
F -4.4773 3.4210 -2.9497  0.025
F -2.4988 3.1322 -1.4909  0.020
C -4.8838 2.3592 -0.6642  -0.099
F -6.1546 1.8687 -1.3256  0.032
F -4.2653 1.3539 0.2301  0.047
C -5.3182 3.7682 0.0399  -0.199
F -6.3621 4.3670 -0.8774  0.014
F -4.2494 4.8017 0.1196  0.032
S -6.0960 3.6729 1.7227  1.089
F -6.7657 2.1236 1.5143  -0.161
F -7.5396 4.4096 1.0791  -0.211
F -5.5319 5.3005 2.0243  -0.203
F -4.6846 3.1238 2.5139  -0.182
F -6.8609 3.7303 3.2640  -0.183
C -0.0194 -2.4687 -3.4356  -0.193
O -0.8379 -3.1278 -4.2973  -0.024
H -4.5063 -0.0308 6.1067  0.099
H -4.3887 -0.5160 4.2846  0.105
H -4.8927 1.2673 4.7370  0.082
H -3.5445 2.7327 5.6464  0.129
H -2.4633 2.7939 4.0935  0.115
H -1.1952 3.4007 6.6182  0.114
H -1.0628 1.4634 6.6600  0.122
H -0.1459 1.9528 3.9115  0.122
H 0.4148 3.5941 4.7221  0.110
H 1.3206 1.8265 6.8866  0.112
H 1.0970 0.5025 5.4957  0.112
H 2.6971 3.2204 4.6280  0.101
H 3.5882 2.0285 5.7942  0.101
H 3.3656 1.5557 2.7709  0.107
H 1.8249 0.6624 3.4413  0.098
H 4.3785 0.0506 5.3263  0.105
H 4.7203 -0.3271 3.5094  0.109
H 1.8204 -1.4073 4.1827  0.102
H 2.9745 -1.9754 5.6140  0.108
H 3.4412 -3.8000 3.8857  0.108
H 4.7748 -2.5100 3.4629  0.098
H 2.2583 -1.4582 2.0360  0.094
H 2.0844 -3.3546 1.9065  0.119
H 3.8746 -3.5405 0.2872  0.095
H 5.1469 -2.5543 1.3145  0.106
H 3.1886 -0.4747 0.2140  0.104
H 5.0598 -0.7233 -0.1975  0.098
H 7.0544 -2.2324 -3.1558  0.061
H 6.7278 -3.4986 -1.7753  0.099
H 6.6304 -1.6153 -1.4227  0.075
H 6.1821 -3.0693 -5.0851  0.039
H 5.6927 -4.6041 -4.5402  0.098
H 1.9098 -4.7455 -5.5851  0.129
H -1.3808 -0.5877 -3.9873  0.152
H -0.1513 0.5447 -2.9550  0.158
H -1.8180 0.7259 -0.9579  0.128
H -2.8294 -0.7455 -1.5593  0.154
C -10.0557 6.0561 1.0715  -0.069
C -11.2441 6.3954 1.9523  -0.205
O -12.4226 6.6041 1.1587  0.010
C -13.0631 5.4736 0.7225  -0.323
O -12.6813 4.3315 0.9712  0.142
C -14.3180 5.8342 -0.0692  -0.472
F -14.0948 6.8142 -0.9917  0.140
F -15.3182 6.2923 0.7369  0.142
F -14.8372 4.7789 -0.7575  0.141
H -9.9115 6.8266 0.3072  0.089
H -9.1430 5.9729 1.6681  0.068
H -10.2098 5.1100 0.5433  0.077
H -11.0482 7.3333 2.4829  0.127
H -11.4194 5.6259 2.7132  0.128
C 10.5289 2.2265 -3.2368  -0.064
C 9.4719 2.5956 -4.2613  -0.208
O 9.1685 1.4745 -5.1059  0.014
C 8.3298 0.5296 -4.5747  -0.316
O 7.8481 0.5993 -3.4455  0.139
C 8.0558 -0.5808 -5.5864  -0.452
F 9.1915 -1.0320 -6.1930  0.150
F 7.2284 -0.1677 -6.5888  0.156
F 7.4639 -1.6755 -5.0311  0.088
H 11.4195 1.8249 -3.7309  0.085
H 10.8153 3.1000 -2.6443  0.085
H 10.1673 1.4507 -2.5546  0.076
H 9.8564 3.3885 -4.9118  0.128
H 8.5623 2.9817 -3.7866  0.128
C 0.9568 -9.1980 -3.2079  -0.065
C 0.6850 -8.6977 -1.8011  -0.209
O 1.7036 -7.7758 -1.3832  0.012
C 1.5930 -6.4971 -1.8641  -0.314
O 0.6925 -6.1232 -2.6133  0.143
C 2.7086 -5.6129 -1.3117  -0.452
F 3.9366 -6.2014 -1.3949  0.142
F 2.5198 -5.3129 0.0053  0.133
F 2.8167 -4.4202 -1.9619  0.086
H 1.9609 -9.6291 -3.2752  0.084
H 0.2247 -9.9573 -3.4968  0.084
H 0.9124 -8.3817 -3.9355  0.075
H 0.7137 -9.5409 -1.1027  0.127
H -0.3090 -8.2431 -1.7159  0.128

## Properties
E_HOMO in Ha: -0.309
HOMO-LUMO gap in eV: 5.7
SMILES: COCCCCCCCCCCCCc1c(C)c(N)c(O)c2c1C(=O)N(CCC(F)(F)C(F)(F)C(F)(F)C(F)(F)S(F)(F)(F)(F)F)C2=O.CCOC(=O)C(F)(F)F.CCOC(=O)C(F)(F)F.CCOC(=O)C(F)(F)F
LUMO in eV: -2.66

---

# 3
A single C4H10N2O molecule in a non-equilibrium geometry, computed with ωB97M-V/def2-TZVPD.

Each line ends with the Löwdin charge.
CARTESIAN COORDINATES (ANGSTROEM)
C 1.6283 1.0629 -0.7974  -0.070
C 0.4641 0.1276 -0.4997  -0.549
N -0.1490 -0.4776 -1.6312  0.036
C 0.6919 -0.8173 0.6426  -0.092
C -0.4032 -0.5147 1.4465  -0.173
N -1.6666 -0.9526 1.1154  -0.048
O -2.7578 -0.1655 1.5503  -0.044
H 1.9065 1.6178 0.0966  0.077
H 2.4850 0.4698 -1.1174  0.077
H 1.3911 1.7611 -1.6011  0.071
H -0.3858 0.8246 0.0480  0.141
H 0.0955 -1.4506 -1.7616  0.082
H -0.3054 0.1245 -2.4295  0.078
H 1.6765 -0.8008 1.0870  0.081
H -0.2798 -0.3550 2.5161  0.122
H -1.7504 -1.1842 0.1247  0.122
H -2.6407 0.7299 1.2106  0.087

## Properties
Energy above the lowest of the compared OMol25 structures with the same formula, charge and spin in eV: 5.620
E_HOMO in Ha: -0.287
HOMO-LUMO gap in eV: 8.3
SMILES: C[C@@H](N)/C=C\NO
LUMO in eV: 0.46

---

# 4
A molecular structure, CH5N3O3P in a non-equilibrium geometry, computed with ωB97M-V/def2-TZVPD.

Each line ends with the Mulliken spin population.
CARTESIAN COORDINATES (ANGSTROEM)
C -0.1804 -0.0508 0.1471  0.813
N 0.4255 0.7567 -0.8645  0.054
N -0.5640 -1.2578 -0.0713  0.800
N -0.0972 0.4402 1.3886  0.335
O -2.0912 -0.8106 2.4011  0.012
O -1.2749 1.4532 3.4089  0.012
O -2.4868 1.3108 1.1188  0.062
P -1.5902 0.7616 2.1652  -0.002
H 0.1620 0.3533 -1.7816  0.017
H 0.1181 1.6794 -0.8207  0.011
H -0.5333 -1.2847 -1.0778  -0.019
H -1.6616 -0.9997 1.5655  0.001
H 0.5359 1.2784 1.2724  -0.096

## Properties
Energy above the lowest of the compared OMol25 structures with the same formula, charge and spin in eV: 0.328
E_HOMO (spin up / spin down) in Ha: -0.021 / -0.193
Charge: -1
HOMO-LUMO gap (spin up / spin down) in eV: 4.4 / 6.3
Spin multiplicity: 3
LUMO (spin up / spin down) in eV: 3.86 / 1.03
<S²>: 2.01

---

# 5
2 unconnected molecules or ions with the total composition C26H37N2 in a non-equilibrium geometry, computed with ωB97M-V/def2-TZVPD.

Each line ends with the Löwdin charge.
CARTESIAN COORDINATES (ANGSTROEM)
C 1.4431 4.4511 -1.5497  -0.020
C 0.6731 3.3318 -2.2532  -0.536
C -0.1509 3.9382 -3.4036  -0.043
C 1.6389 2.2973 -2.8305  -0.018
C -0.1963 2.6465 -1.2217  -0.080
N -1.5323 2.7186 -1.3038  0.206
C -2.1428 2.0536 -0.2489  -0.183
C -1.1268 1.5160 0.5623  -0.095
C -1.5162 0.7238 1.6409  -0.002
C -2.8848 0.5734 1.9232  -0.048
C -3.8762 1.0792 1.0597  -0.053
C -3.4979 1.8222 -0.0646  0.002
C 0.1563 1.9215 -0.0384  -0.058
C 1.4380 1.6321 0.4213  0.095
C 1.7666 1.1814 1.7390  -0.211
C 1.1739 1.6995 2.9279  -0.019
C 1.4885 1.1503 4.1661  -0.019
C 2.3802 0.0782 4.2697  -0.251
C 2.5937 -0.6114 5.5771  -0.036
C 3.0523 -0.3587 3.1224  -0.019
C 2.8030 0.2190 1.8896  0.004
H 2.0336 4.0541 -0.7128  0.085
H 2.1185 4.9460 -2.2635  0.104
H 0.7402 5.2001 -1.1574  0.103
H -0.7146 3.1744 -3.9618  0.097
H -0.8276 4.7361 -3.0616  0.095
H 0.5517 4.4006 -4.1160  0.103
H 1.0740 1.4720 -3.2917  0.086
H 2.2772 2.7716 -3.5916  0.107
H 2.2829 1.8778 -2.0515  0.069
H -2.0643 3.1948 -2.0207  0.169
H -0.7539 0.2437 2.2485  0.109
H -3.1934 0.0437 2.8242  0.112
H -4.9355 0.8914 1.2573  0.116
H -4.1948 2.2145 -0.8113  0.123
H 2.2830 1.7955 -0.2463  0.113
H 0.4887 2.5479 2.8474  0.132
H 1.0217 1.5464 5.0671  0.127
H 3.3599 -1.3809 5.4604  0.082
H 2.9085 0.0937 6.3525  0.094
H 1.6741 -1.0933 5.9292  0.097
H 3.7949 -1.1471 3.2242  0.121
H 3.3850 -0.0607 1.0076  0.126
C -1.0799 -1.0728 -4.0410  -0.120
C -0.8457 -2.4501 -3.4500  -0.247
C -0.8275 -2.3828 -1.9164  -0.283
N -0.4146 -3.5900 -1.3004  -0.110
C -0.6903 -3.8804 0.0596  -0.281
C -0.5834 -5.3624 0.4537  -0.253
C -0.6653 -5.5177 1.9592  -0.124
H -1.0402 -1.1121 -5.1315  0.074
H -2.0633 -0.6852 -3.7520  0.074
H -0.3157 -0.3653 -3.6967  0.045
H -1.6500 -3.1384 -3.7376  0.115
H 0.0987 -2.8740 -3.8134  0.111
H -0.1972 -1.5304 -1.5797  0.107
H -1.8431 -2.1543 -1.5464  0.117
H -0.0301 -4.3299 -1.8850  0.125
H -0.0304 -3.2750 0.7227  0.112
H -1.7175 -3.5235 0.2653  0.117
H -1.4043 -5.8973 -0.0357  0.111
H 0.3578 -5.7753 0.0759  0.108
H -0.5398 -6.5615 2.2486  0.072
H 0.1204 -4.9319 2.4442  0.069
H -1.6320 -5.1757 2.3396  0.075

## Properties
Energy above the lowest of the compared OMol25 structures with the same formula, charge and spin in eV: 0.000
E_HOMO in Ha: -0.367
Charge: +1
HOMO-LUMO gap in eV: 5.3
LUMO in eV: -4.70

---

# 6
7 unconnected molecules or ions with the total composition CH16NO6 in a non-equilibrium geometry, computed with ωB97M-V/def2-TZVPD.

Each line ends with the Löwdin charge.
CARTESIAN COORDINATES (ANGSTROEM)
C -1.9103 0.9626 0.5593  0.070
N -1.7234 -0.2858 0.5631  0.156
H -1.6221 1.5579 1.4566  0.116
H -2.4474 1.5341 -0.1441  0.094
H -1.7637 -0.8164 -0.3741  0.132
H -1.0740 -0.7996 1.2498  0.077
H 0.8869 2.9266 1.8750  0.024
H 0.4292 2.4613 0.5320  0.051
O 0.7386 2.1335 1.4409  -0.059
H 0.8682 -1.3844 -1.8393  0.122
H 1.4771 -0.2576 -2.7990  0.057
O 1.3621 -0.4691 -1.9034  -0.058
H 0.1550 -2.0270 2.5056  0.057
H 0.8753 -1.3590 1.2935  -0.041
O 0.0474 -1.7556 1.6297  -0.032
H 0.5364 2.6757 -1.7607  0.118
H 0.6022 0.9089 -1.4258  0.140
O 0.0220 1.9311 -1.2216  -0.234
H 1.9168 -0.3063 -0.1785  0.024
H 1.4375 0.4623 1.1234  0.068
O 1.7672 -0.4131 0.7579  -0.018
H -0.4884 -2.7822 -0.4216  0.129
H -1.2588 -2.7639 -1.7695  0.099
O -0.8336 -2.1336 -1.1492  -0.093

## Properties
Energy above the lowest of the compared OMol25 structures with the same formula, charge and spin in eV: 1.786
E_HOMO in Ha: -0.545
Charge: +1
HOMO-LUMO gap in eV: 11.4
LUMO in eV: -3.44